The following is a quantum chemistry calculation of 2 unconnected molecules or ions with the total composition H4O2, from the OMol25 dataset.

Geometry (Å):
H1 -1.0550 0.2877 -1.4447
H2 -1.4267 0.4571 0.0616
O1 -0.8278 0.8232 -0.6385
H3 0.8361 0.2022 0.4668
H4 1.2999 -1.2730 0.4944
O2 1.1734 -0.4972 1.0606

**LUMO level (alpha / beta)**: 4.9256 / 5.0169 eV
**DFT total energy**: -4158.7478 eV
**Energy above the lowest of the compared OMol25 structures with the same formula, charge and spin**: 2.9 kcal per mole
**Charge**: -1
**Maximum force**: 0.54 eV/Å
**Spin multiplicity**: 2

Atomic partial charges in e from the Löwdin method, atoms 1 to 5: atom 1 (H): -0.096, atom 2 (H): -0.076, atom 3 (O): -0.475, atom 4 (H): -0.038, atom 5 (H): -0.027